The following is a quantum chemistry calculation of a structure of composition C22H28BrN3O5, from the Open Molecules 2025 dataset.

```
59
C22H28BrN3O5, DFT the ωB97M-V functional and the def2-TZVPD basis
C -3.6383 -2.6319 -3.3009
C -3.3890 -2.5339 -1.8777
H -3.7594 -3.3294 -1.4024
H -4.0189 -1.6751 -1.5291
O -2.1513 -2.6101 -1.6344
C -1.6670 -1.3068 -1.4888
O -2.2670 -0.3510 -1.7926
C -0.2695 -1.2049 -1.1833
C 0.5943 -0.1330 -1.1232
N 0.3153 1.0521 -1.4690
C 0.9379 2.4446 -1.5894
O 2.0886 2.4397 -1.5478
C 0.1373 3.2442 -2.0779
H -0.6502 3.2115 -2.6189
H 0.7212 4.1826 -2.5519
C -0.5902 3.9455 -0.5454
N -1.2927 2.7911 0.0102
C -2.7949 3.1072 -0.0098
C -3.3583 1.9357 0.0831
H -3.2027 1.1869 -0.5296
C -3.0971 1.2301 1.4123
C -3.7367 -0.0712 1.7259
O -3.0698 -1.0440 1.2239
O -4.9084 -0.1155 2.2664
C -5.5371 -1.2465 1.9105
C -6.9421 -1.1247 2.2284
H -7.5528 -2.2733 2.3045
H -7.2086 -0.3856 3.0851
H -7.4419 -0.6447 1.4682
H -5.2468 -2.0406 1.3327
H -5.1711 -1.8532 2.9839
C -1.5590 1.1661 1.4895
C -0.8790 2.5850 1.3007
H 0.1561 2.3261 1.2717
H -1.2380 3.2198 2.0510
H -1.1126 0.6436 0.9567
H -1.2084 0.9004 2.4527
H -3.4882 1.8529 2.5745
H -4.5626 2.0118 0.1332
H -3.1424 3.6626 -0.9860
H -3.0100 3.8235 0.8224
H -1.2580 4.9338 -0.6796
H 0.1849 4.2576 0.0291
H -0.7732 1.0162 -1.6152
C 1.7509 -0.6013 -0.5293
C 3.2577 -0.1696 -0.1640
C 4.1234 -1.0308 0.4712
C 3.9395 -2.4173 0.7594
C 2.6195 -2.7468 0.3207
C 1.4864 -1.9687 -0.1127
N 0.3831 -2.2997 -0.5907
H -0.0953 -3.1810 -0.4654
H 2.5836 -3.8163 0.5415
H 4.6566 -2.9404 1.2764
Br 5.8677 -0.2668 0.9828
H 3.3517 1.0235 -0.1719
H -3.1467 -3.5436 -3.8284
H -3.4001 -1.7196 -3.8052
H -4.7078 -2.6651 -3.6209
```

Calculated values
Electronic energy, Eh: -3969.0521
Frontier orbital gap, eV: 7.59
Maximum force, eV Å⁻¹: 16.6

Atomic partial charges in e from the Mulliken method, atoms 1 to 6: -1.358 -0.043 0.643 0.108 -0.500 0.556